1.
DFT (wB97M-V/def2-TZVPD) results for a structure of composition CHMgNaO in a non-equilibrium geometry.

Calculated values
- HOMO (eV) = -5.0
- electronic energy (eV) = -12957.778
- relative energy (zero: lowest compared OMol25 entry of this formula, charge and spin) (kcal per mole) = 4.1

```
5
CHMgNaO | OMol25 | wB97M-V/def2-TZVPD
H -0.555 0.484 0.386
Mg 0.357 0.381 2.464
O -0.052 -0.935 -1.121
C -0.789 -1.236 -0.245
Na 1.039 1.306 -1.484
```

2.
DFT (wB97M-V/def2-TZVPD) results for a structure of composition C30H32ClN3SSi2Sr in a non-equilibrium geometry.

Calculated values
- HOMO (eV) = -7.2
- electronic energy (eV) = -76047.844
- relative energy (zero: lowest compared OMol25 entry of this formula, charge and spin) (kcal per mole) = 0.0

```
70
C30H32ClN3SSi2Sr | OMol25 | wB97M-V/def2-TZVPD
C -1.302 -0.682 0.544
C -1.848 -0.173 -0.662
C -2.129 -1.274 -1.510
H -2.063 0.880 -0.861
C -1.768 -2.468 -0.827
C -1.229 -2.098 0.442
H -0.888 -2.789 1.220
H -1.064 -0.093 1.432
H -2.602 -1.200 -2.492
H -1.943 -3.485 -1.192
Sr 0.767 -1.373 -1.493
Si 1.841 2.171 -4.077
C 0.496 3.403 -4.397
C 0.796 4.403 -5.335
H 1.799 4.450 -5.769
C -0.187 5.314 -5.745
H 0.053 6.087 -6.479
C -1.483 5.251 -5.216
H -2.245 5.962 -5.551
C -1.773 4.291 -4.239
H -2.772 4.234 -3.800
C -0.778 3.403 -3.812
H -0.993 2.697 -3.012
C 0.999 0.420 -4.295
C -0.377 0.172 -4.247
H -1.108 0.971 -4.101
C -0.890 -1.149 -4.598
H -1.960 -1.283 -4.786
C -0.105 -2.286 -4.164
H -0.577 -3.247 -3.956
C 1.279 -2.101 -4.242
H 1.987 -2.926 -4.125
C 1.735 -0.797 -4.672
H 2.786 -0.660 -4.921
H 1.968 2.143 -2.609
Si 0.332 -1.230 -6.044
C 0.635 -2.568 -7.344
C -0.036 -2.465 -8.573
H -0.648 -1.582 -8.772
C 0.080 -3.474 -9.537
H -0.476 -3.397 -10.480
C 0.916 -4.570 -9.280
H 1.013 -5.355 -10.031
C 1.625 -4.670 -8.074
H 2.265 -5.535 -7.872
C 1.495 -3.653 -7.117
H 2.074 -3.685 -6.191
C 0.220 0.363 -7.179
C -1.036 0.936 -7.389
H -1.946 0.417 -7.076
C -1.154 2.202 -7.985
H -2.146 2.654 -8.093
C -0.019 2.892 -8.410
H -0.113 3.890 -8.847
C 1.238 2.306 -8.237
H 2.131 2.855 -8.541
C 1.352 1.046 -7.638
H 2.344 0.604 -7.521
H 3.143 2.668 -4.507
Cl 3.373 -0.678 -1.946
N 2.058 -0.344 0.821
N 1.885 0.704 1.783
C 1.098 1.740 1.320
N 0.759 2.595 2.302
S 0.637 1.898 -0.285
H 2.684 0.040 0.082
H 2.607 -1.067 1.286
H 1.660 0.351 2.721
H 0.173 3.391 2.083
H 1.231 2.564 3.207
```

3.
DFT (wB97M-V/def2-TZVPD) results for the molecule C6H10O3 in a non-equilibrium geometry.

Calculated values
- HOMO (eV) = -9.4
- electronic energy (eV) = -12521.733
- SMILES string = C/C=C(/CCO)OC=O
- relative energy (zero: lowest compared OMol25 entry of this formula, charge and spin) (kcal per mole) = 116.2

```
19
C6H10O3 | OMol25 | wB97M-V/def2-TZVPD
C -0.702 -1.651 1.805
C -0.731 -0.249 1.451
C -0.497 -0.054 0.206
C -0.652 1.247 -0.513
C 0.500 1.794 -1.042
O 1.543 1.637 -0.192
O -0.242 -1.109 -0.669
C 0.973 -1.336 -1.146
O 1.957 -0.837 -0.774
H -1.067 -2.261 0.817
H 0.246 -2.308 2.025
H -1.446 -1.648 2.565
H -1.042 0.571 2.007
H -1.215 1.652 0.303
H -1.441 1.516 -1.287
H 0.135 2.939 -1.125
H 0.652 1.628 -2.224
H 2.286 0.759 -0.296
H 0.744 -2.291 -1.911
```

4.
DFT (wB97M-V/def2-TZVPD) results for a cluster of 3 separate species, C24H47N6O5S4 in total in a non-equilibrium geometry.

Calculated values
- HOMO (eV) = -10.1
- electronic energy (eV) = -88162.158
- total charge = +1

```
86
C24H47N6O5S4 | OMol25 | wB97M-V/def2-TZVPD
C 2.182 -1.386 0.904
C 3.333 -1.462 -0.103
N 2.937 -1.510 -1.516
C 2.201 -0.303 -1.945
C 2.809 0.405 -3.160
C 2.497 -2.683 -2.038
S 1.883 -2.828 -3.550
S 2.590 -4.167 -1.021
C 0.798 -4.384 -0.847
C 0.357 -5.748 -1.365
C -1.093 -6.148 -0.948
C -1.835 -5.003 -0.383
N -2.621 -4.210 -1.092
C -2.977 -3.219 -0.263
N -3.677 -2.148 -0.599
C -4.177 -1.927 -1.953
C -4.557 -0.451 -2.108
C -3.549 0.324 -2.970
C -2.503 1.041 -2.106
N -1.193 1.094 -2.776
C -0.090 1.308 -1.959
C 0.924 2.325 -2.406
O 0.060 0.675 -0.935
N -2.465 -3.424 0.956
N -1.739 -4.569 0.875
H 2.452 -0.706 1.712
H 1.987 -2.355 1.357
H 1.263 -1.001 0.463
H 3.982 -0.597 0.019
H 3.949 -2.324 0.125
H 2.202 0.385 -1.103
H 1.162 -0.566 -2.139
H 2.852 1.480 -3.000
H 2.207 0.221 -4.047
H 3.799 0.014 -3.375
H 0.591 -4.248 0.212
H 0.325 -3.588 -1.415
H 1.058 -6.512 -1.042
H 0.385 -5.709 -2.450
H -1.116 -7.011 -0.287
H -1.643 -6.421 -1.845
H -3.813 -1.439 0.102
H -3.411 -2.193 -2.675
H -5.027 -2.582 -2.140
H -5.556 -0.369 -2.524
H -4.587 0.015 -1.121
H -4.077 1.019 -3.619
H -2.983 -0.356 -3.604
H -2.353 0.446 -1.208
H -2.849 2.038 -1.837
H -1.200 1.787 -3.513
H 1.895 1.841 -2.455
H 0.926 3.118 -1.664
H 0.692 2.733 -3.387
H -2.550 -2.837 1.776
H -1.213 -4.971 1.633
C -0.821 0.299 5.685
C 0.024 0.975 4.596
C 0.269 -0.065 3.493
S -1.133 -1.182 3.557
O -0.690 -2.510 3.915
O -1.945 -1.021 2.362
C -1.949 -0.421 4.952
H -1.215 1.020 6.398
H -0.216 -0.422 6.237
H -0.522 1.826 4.184
H 0.966 1.350 4.989
H 0.316 0.371 2.498
H 1.159 -0.663 3.680
H -2.442 -1.194 5.537
H -2.684 0.279 4.556
C 3.150 6.542 0.072
C 2.465 5.223 -0.314
C 1.650 4.757 0.898
S 1.192 6.248 1.797
O 1.835 6.219 3.084
O -0.228 6.457 1.691
C 2.069 7.393 0.734
H 3.578 7.046 -0.792
H 3.956 6.348 0.782
H 1.800 5.392 -1.163
H 3.188 4.463 -0.609
H 0.738 4.232 0.624
H 2.239 4.141 1.574
H 2.452 8.210 1.340
H 1.353 7.771 0.005
```

Computed values of HOMO-LUMO gap (unit: eV) for the preceding records, in sequence: 3.4, 7.3, 10.3, 8.1.